[1]
121
Properties=species:S:1:pos:R:3:forces:R:3 method="wB97M-V/def2-TZVPD" energy_ev=-3834898.70345 homo_lumo_gap_ev=7.72
C 2.7312 -2.0595 0.2603 -0.46 0.78 0.21
C 2.4621 -1.3844 1.6397 1.61 -1.14 -0.01
O 1.0638 -1.2962 1.9580 0.24 0.63 -0.57
C 0.3935 -0.3815 1.1949 -0.89 1.03 -1.05
C 0.8397 0.9767 0.9977 -1.39 -0.34 -0.10
C 0.0566 1.8777 0.2231 -0.64 -0.35 0.63
C -1.1784 1.5078 -0.3868 0.60 -0.84 0.68
C -1.6223 0.1860 -0.2040 0.60 -0.13 0.72
C -0.8435 -0.7482 0.5795 -0.61 0.08 -0.27
C -1.4807 -2.1499 0.7310 -0.52 2.17 0.26
O -0.8563 -3.1594 0.8114 0.30 -1.05 0.12
C -3.0229 -2.1296 0.8127 0.44 0.12 0.26
C -3.7503 -1.2528 0.1080 0.18 -0.76 -0.22
P -5.5835 -1.1949 0.2577 -1.45 3.24 -0.24
N -6.0567 0.2788 0.0018 0.59 -0.77 0.53
O -5.9882 -1.5818 1.8053 0.82 -1.18 -1.38
O -6.3420 -2.1444 -0.8531 1.56 -0.27 1.30
C -2.9687 -0.2758 -0.7990 0.59 -0.34 1.44
O -3.3489 0.0694 -1.8718 -0.38 0.23 -0.60
H 2.4416 -1.3057 -0.5008 0.35 -0.83 0.13
H 2.1313 -2.9747 0.1264 0.04 0.45 0.22
H 3.7969 -2.3561 0.1485 -0.62 0.50 0.12
H 2.9791 -0.4001 1.7220 -0.54 -0.49 -0.20
H 2.9708 -2.0278 2.3921 -0.88 0.46 -0.06
H 1.7602 1.3491 1.4636 -0.46 -0.26 -0.22
H 0.3838 2.9250 0.1099 -0.07 -0.71 0.18
H -1.7901 2.2269 -0.9455 0.40 -0.36 0.20
H -3.5049 -2.8384 1.5054 0.43 0.01 -0.54
H -6.5146 0.5961 0.8574 0.00 0.29 -0.42
H -5.2162 -1.4795 2.3865 -0.25 -0.10 -0.10
H -6.0212 -1.7925 -1.7057 -0.34 -0.13 0.09
C 3.0979 0.7289 -3.1242 0.01 0.20 0.02
Br 3.9930 -0.9673 -2.9109 -0.14 0.04 -0.40
Br 2.1580 0.8329 -4.8087 0.08 0.00 0.19
Br 1.9293 1.1270 -1.6184 0.76 -0.32 -1.09
H 3.8662 1.4951 -3.1418 -0.04 -0.08 0.02
C -0.1880 -6.5756 0.9253 -0.05 0.19 0.09
Br -1.1132 -7.2307 -0.6376 0.13 0.00 0.18
Br -0.1562 -7.8836 2.3504 -0.08 0.41 -0.18
Br 1.5894 -5.9647 0.5026 -0.31 0.25 -0.11
H -0.7440 -5.7188 1.2871 0.08 -0.02 -0.08
C 4.8833 -9.1070 0.5480 0.00 -0.11 0.09
Br 3.1648 -8.8687 1.3969 0.35 -0.26 -0.08
Br 5.4367 -10.9588 0.5342 -0.08 0.18 -0.10
Br 4.9143 -8.3371 -1.2238 -0.05 -0.08 0.16
H 5.6081 -8.5647 1.1427 -0.06 -0.05 -0.04
C 1.9697 5.5879 -1.5073 0.04 -0.07 -0.02
Br 3.1979 4.6736 -2.6791 -0.05 0.07 0.04
Br 0.1407 5.0531 -1.8311 0.16 0.06 -0.01
Br 2.4613 5.3762 0.3500 -0.17 0.01 -0.27
H 2.0357 6.6442 -1.7374 0.00 -0.09 0.02
C 2.0209 6.1495 4.7556 -0.10 0.04 0.02
Br 3.2669 5.2553 3.5814 0.00 0.01 0.29
Br 0.2032 5.5996 4.4105 0.14 0.01 0.05
Br 2.4985 5.9293 6.6129 -0.05 -0.02 -0.21
H 2.0806 7.2082 4.5362 0.01 -0.10 0.00
C 7.3327 0.0210 -0.8700 0.02 -0.03 0.01
Br 7.4542 1.0264 -2.5109 -0.06 -0.05 0.08
Br 5.6103 0.2259 -0.0246 0.22 0.15 0.14
Br 7.7727 -1.8400 -1.1442 -0.10 0.16 0.00
H 8.0714 0.4257 -0.1898 -0.06 -0.03 -0.06
C -0.9834 -12.3000 2.6392 0.02 0.00 0.02
Br -0.5590 -13.1112 4.3405 -0.03 0.11 -0.15
Br -2.6845 -11.3864 2.6835 0.19 -0.06 0.00
Br 0.4323 -11.1447 2.0209 -0.06 -0.51 0.07
H -1.0698 -13.1007 1.9153 -0.01 0.15 0.14
C 5.7849 6.2695 -6.0098 0.03 -0.03 0.03
Br 4.0953 7.1253 -5.6410 0.26 0.00 0.04
Br 7.1853 6.9016 -4.8389 -0.15 -0.07 -0.09
Br 5.6282 4.3485 -5.9677 0.01 0.06 0.09
H 6.0675 6.5447 -7.0190 0.00 -0.06 0.08
C -3.4688 5.7000 6.8963 0.48 0.65 -0.44
Br -2.6456 7.4506 6.8216 -0.02 -0.20 0.00
Br -3.8199 4.9955 5.1368 0.75 -0.06 0.05
Br -2.4220 4.4542 7.9751 3.45 2.12 -0.95
H -4.4266 5.8226 7.3883 0.15 0.15 -0.05
C -6.4155 2.6952 8.6253 -0.43 0.35 -0.20
Br -7.3270 2.0794 7.0325 0.10 0.07 0.16
Br -6.1251 1.2626 9.8863 0.05 0.16 -0.17
Br -4.7363 3.6203 8.1987 -4.08 -3.15 1.47
H -7.0724 3.4128 9.1060 -0.01 -0.13 -0.05
C 5.6812 -12.2556 4.4130 -0.09 0.03 0.01
Br 6.1028 -13.8693 3.4382 -0.03 0.18 0.04
Br 7.0415 -10.9017 4.1828 -0.11 -0.12 0.01
Br 3.9258 -11.5903 3.9681 0.14 -0.11 0.09
H 5.6670 -12.5141 5.4642 0.03 0.02 -0.09
C 7.1211 0.6349 -7.8365 0.02 0.04 0.00
Br 6.0129 1.1816 -9.3215 0.09 -0.01 0.16
Br 8.6099 1.8363 -7.5708 -0.17 -0.09 -0.02
Br 6.0890 0.4073 -6.2207 0.05 0.04 -0.10
H 7.5350 -0.3335 -8.0882 -0.04 0.08 0.02
C -4.4202 10.3848 4.8021 0.00 0.06 0.01
Br -5.8346 9.1301 4.4121 0.21 0.15 0.03
Br -4.1764 11.6583 3.3711 -0.05 -0.12 0.15
Br -4.6879 11.2583 6.5035 0.01 -0.09 -0.17
H -3.5034 9.8129 4.8792 -0.10 0.01 -0.01
C -8.2067 6.7116 6.2684 -0.14 -0.02 -0.17
Br -6.9598 5.8328 5.0854 -0.53 0.11 0.34
Br -10.0275 6.1623 5.9355 0.20 0.03 0.08
Br -7.7095 6.4733 8.1213 0.00 -0.01 -0.16
H -8.1515 7.7733 6.0586 0.02 -0.08 0.07
C 3.7141 6.8002 -9.4581 -0.02 0.01 0.01
Br 2.0158 6.7654 -8.5464 0.01 -0.10 -0.32
Br 4.4556 5.0270 -9.6598 -0.05 0.16 0.04
Br 3.6038 7.7297 -11.1467 0.07 -0.14 0.20
H 4.3986 7.3605 -8.8319 -0.08 -0.02 -0.04
C -9.5676 -3.8160 -2.3046 0.04 0.04 0.06
Br -9.3024 -2.9890 -4.0301 -0.03 -0.10 0.17
Br -11.3157 -3.4235 -1.5846 0.16 -0.06 -0.10
Br -9.2258 -5.7159 -2.3622 -0.06 0.18 -0.02
H -8.8398 -3.3819 -1.6289 -0.05 -0.03 -0.06
C -0.6056 -13.7370 -1.6939 0.07 0.13 -0.08
Br -1.0376 -14.7017 -0.0751 0.03 -0.06 -0.23
Br -1.9169 -12.3743 -2.0811 0.15 -0.12 0.11
Br 1.1840 -13.0160 -1.6383 -0.20 -0.06 0.04
H -0.6372 -14.4516 -2.5067 -0.01 0.03 0.10
C 0.9215 11.3022 -9.8687 -0.02 0.01 -0.04
Br 0.6904 10.3975 -8.1789 0.04 0.11 -0.17
Br 2.6131 12.2301 -9.9578 -0.14 -0.13 0.02
Br 0.6841 10.1060 -11.3666 -0.04 0.15 0.18
H 0.1436 12.0522 -9.9350 0.07 -0.06 0.01

[2]
80
Properties=species:S:1:pos:R:3:forces:R:3 method="wB97M-V/def2-TZVPD" energy_ev=-93489.66716 smiles="O=C1C=C(O)C(=O)C=C1O.O=C1C=C(O)C(=O)C=C1O.O=C1C=C(O)C(=O)C=C1O.O=C1C=C(O)C(=O)C=C1O.COCCOC.ClCCCl" homo_lumo_gap_ev=7.17
O -4.7821 3.3097 -1.8379 0.46 0.59 -1.70
C -5.1475 2.8952 -0.7848 -1.32 0.86 2.00
C -4.6823 1.7425 -0.1107 1.73 -1.55 -0.48
C -4.9822 1.4009 1.1273 0.44 -3.38 2.19
O -4.4204 0.2400 1.6881 -0.42 1.75 -1.36
C -6.0004 2.0528 2.0115 0.31 1.87 -1.25
O -6.2471 1.7465 3.1540 0.17 -0.62 -0.29
C -6.5520 3.2074 1.3010 -0.69 1.12 -1.53
C -6.1829 3.6100 0.0423 -1.60 1.10 0.38
O -6.8917 4.6512 -0.5524 0.46 -1.26 1.47
H -3.9616 1.1283 -0.6301 0.15 -0.12 -0.10
H -4.8853 0.0736 2.5113 -0.20 0.10 0.51
H -7.3742 3.7778 1.7072 0.03 -0.04 0.47
H -6.4051 5.1455 -1.2160 0.54 -0.43 -0.31
O 2.1000 -6.2361 -5.4293 -1.35 1.07 0.97
C 1.1924 -5.7098 -4.7769 0.44 -0.49 0.30
C -0.1708 -6.2275 -4.5763 0.48 0.78 0.60
C -1.0548 -5.5167 -3.8221 -1.02 -2.67 -0.65
O -2.3136 -6.0551 -3.6554 1.92 1.06 -0.16
C -0.7826 -4.2302 -3.1112 -1.94 2.26 -0.39
O -1.7395 -3.5463 -2.6778 1.82 -2.08 -0.50
C 0.5627 -3.7511 -3.2293 1.37 -0.66 -0.28
C 1.4598 -4.4354 -3.9778 1.11 1.52 0.08
O 2.7235 -3.8638 -4.0837 -1.81 -1.05 0.00
H -0.4016 -7.2251 -4.9198 -0.19 0.14 -0.29
H -2.7582 -5.3406 -3.1933 -0.86 0.35 0.49
H 0.9456 -2.8574 -2.7590 -0.51 0.13 0.28
H 3.1938 -4.4312 -4.6989 0.52 -0.38 -0.39
O 3.0309 -1.5204 5.4573 0.87 -1.37 -0.37
C 3.1052 -0.3409 5.6478 -0.83 1.55 1.51
C 1.9117 0.5003 5.6119 0.51 3.23 -0.62
C 2.0433 1.8853 5.7286 -2.67 -1.07 -0.41
O 0.9778 2.7370 5.5033 1.40 -2.06 0.22
C 3.2694 2.5419 6.2434 -1.04 3.55 0.99
O 3.2183 3.7583 6.6284 -0.02 -3.58 -1.42
C 4.3937 1.7169 6.3627 2.18 -2.60 0.57
C 4.3718 0.3548 6.1646 0.84 0.49 -0.44
O 5.4964 -0.4154 6.3459 -1.35 1.60 0.03
H 0.9638 0.0882 5.2988 0.04 -0.15 0.04
H 1.2651 3.5981 5.8157 0.28 0.67 0.21
H 5.2911 2.1357 6.7935 0.10 0.16 -0.09
H 5.2514 -1.3411 6.4144 -0.35 -0.42 -0.27
O -1.2274 0.7561 -1.1479 0.23 2.66 1.04
C -1.0965 1.9910 -1.0684 1.40 -0.75 0.06
C -1.5187 2.8627 -2.1386 -0.80 0.99 -1.56
C -1.2589 4.1818 -2.3302 -1.19 -0.82 -1.40
O -1.7123 4.7897 -3.4898 0.36 -0.86 1.19
C -0.5543 4.9608 -1.3042 0.00 0.79 1.14
O -0.3956 6.1793 -1.2675 -0.40 -1.06 -0.91
C -0.1286 4.1466 -0.1908 0.86 -1.18 1.22
C -0.3067 2.8123 -0.0007 -0.34 -0.92 -0.23
O 0.1697 2.1762 1.0807 0.01 2.04 -0.33
H -2.1314 2.3815 -2.8865 0.00 -0.04 -0.20
H -2.0846 5.6405 -3.2469 0.22 0.50 0.00
H 0.4868 4.6726 0.5241 -0.05 0.03 0.22
H 0.2729 1.2249 1.0027 -0.51 -1.21 -0.23
C 3.2353 -2.1946 -0.8254 -0.05 -0.54 -2.02
O 1.8898 -2.4158 -0.4574 -0.58 1.14 1.84
C 1.6402 -2.3561 0.9771 -0.45 0.07 -0.72
C 1.4205 -1.0066 1.7093 2.13 -0.57 -1.05
O 0.2213 -0.3919 1.4986 -2.33 -0.01 -0.87
C -1.0128 -0.9725 2.0063 1.32 0.71 0.18
H 4.0459 -2.2131 -0.0970 -0.48 -0.09 0.56
H 3.3548 -1.3199 -1.4648 -0.17 0.56 0.53
H 3.3850 -2.9920 -1.5532 0.67 -0.34 0.10
H 2.4696 -2.9443 1.3697 -0.29 0.08 0.85
H 0.6627 -2.8132 1.1308 0.27 -0.82 -0.21
H 2.1142 -0.2749 1.2952 0.53 -0.01 0.30
H 1.6295 -1.1539 2.7689 0.04 -0.15 0.29
H -1.7851 -0.2553 1.7284 0.01 -0.20 0.24
H -0.8242 -1.0217 3.0787 -0.67 -0.13 0.26
H -1.2689 -1.9618 1.6270 0.25 0.06 -0.26
Cl 3.8636 0.6684 -3.1828 -0.01 0.87 0.98
C 3.3875 -0.5419 -4.3159 -0.30 -1.43 -1.26
C 1.8914 -0.6070 -4.6728 1.24 0.25 0.78
Cl 1.4071 0.8044 -5.6028 -0.31 0.21 -0.34
H 3.6166 -1.5448 -3.9555 0.19 0.13 0.43
H 4.0522 -0.3806 -5.1646 -0.47 -0.07 -0.32
H 1.3363 -0.6029 -3.7348 -0.19 -0.08 -0.14
H 1.7217 -1.5373 -5.2150 -0.16 0.23 -0.13